# 1
50
Properties=species:S:1:pos:R:3:forces:R:3:nbo_charge:R:1 method="wB97M-V/def2-TZVPD" smiles="CC(C)(C)OC(=O)c1cc2c(cn1)[nH]c1ccc(C#C[Si](C)(C)C)cc12" orbital_gap_ev=8.39 e_tot_ha=-1364.10213 multiplicity=1 e_above_lowest_kcal_mol=12.60 charge=0
Si -2.278418 0.956300 5.227106 -1.821 2.673 2.010 1.58
O 2.459177 -0.088220 -5.095494 0.210 -0.256 1.965 -0.58
O 1.226386 1.122502 -3.614149 0.542 -0.760 0.233 -0.52
N 2.058140 -2.381931 -3.637034 0.590 0.520 0.770 -0.35
N 1.335481 -4.230283 -0.517238 -0.326 0.695 0.255 -0.54
C -1.809572 -0.103204 3.914693 1.363 -2.466 -1.737 -0.51
C -2.700513 0.153058 6.868250 -0.486 -0.783 -0.818 -1.09
C -3.767755 2.098640 4.836934 0.800 -1.319 -0.055 -1.06
C 1.048323 -2.032491 -1.057989 -0.207 0.158 -0.341 -0.08
C 1.464954 -3.278155 -1.530281 0.300 -0.294 1.030 0.13
C -1.244523 -0.949483 3.231276 -1.027 1.498 1.474 0.08
C 1.897787 0.007758 -4.013907 0.225 -0.243 -2.555 0.76
C 1.729138 -1.159559 -3.151027 -0.520 -0.405 1.158 0.03
C 1.219738 -0.928930 -1.880835 -0.573 -0.151 0.219 -0.17
C -0.114801 -1.307098 1.150424 0.300 -2.317 -0.004 -0.15
C 2.482810 2.703597 -5.005494 0.469 -1.133 0.028 -0.65
C 0.418833 -4.025432 1.862002 0.345 -0.559 0.331 -0.25
C -0.542755 -1.820436 2.380534 1.080 -1.123 -0.849 -0.16
C 1.090920 2.072509 -4.669522 0.382 2.054 -1.571 0.26
C 0.165697 3.222606 -4.234794 0.247 -0.130 1.124 -0.62
C -0.195292 -3.174188 2.738175 -0.985 1.383 -0.057 -0.14
C 2.006776 -3.405369 -2.793625 0.109 -0.038 -0.726 0.01
C 0.756567 -3.586003 0.598980 0.019 1.098 -1.274 0.17
C 0.519335 -2.211519 0.264361 0.085 -0.196 0.606 -0.02
C -1.008138 2.233799 5.647622 0.809 -0.002 -0.418 -1.10
C 0.469368 1.370107 -5.876291 0.370 -0.009 -0.440 -0.66
H -0.345995 -0.304752 0.885849 -0.012 0.662 -0.257 0.23
H 3.177056 1.887369 -5.322418 -0.604 0.966 -0.045 0.25
H -0.815602 2.856382 -3.919697 0.095 -0.038 0.025 0.21
H 0.000183 3.954605 -5.026348 0.197 -0.299 -0.206 0.22
H -0.451929 0.887400 -5.568971 -0.342 0.038 -0.026 0.21
H 0.284901 2.076756 -6.685793 -0.165 0.084 0.143 0.21
H 0.868724 0.055420 -1.554706 0.426 -0.333 -0.279 0.24
H -1.357230 2.946927 6.404396 0.026 -0.354 -0.029 0.24
H 2.420232 3.478375 -5.775882 -0.182 -0.237 0.053 0.21
H -0.082658 1.738357 5.967833 -0.038 0.357 0.069 0.23
H -3.965173 2.572037 5.787690 -0.435 0.220 0.190 0.23
H -2.923459 0.887348 7.644089 -0.006 0.042 -0.198 0.24
H -0.506668 -3.547364 3.705628 0.105 0.099 0.024 0.22
H -3.594757 -0.464669 6.667467 0.270 0.097 0.460 0.23
H 2.440158 -4.356207 -3.109677 -0.315 0.152 -0.220 0.19
H -1.899413 -0.492415 7.206808 0.125 -0.218 0.186 0.23
H -0.800204 2.809909 4.743788 0.231 0.072 0.010 0.23
H -3.463751 2.834597 4.127312 0.299 0.728 -0.497 0.23
H 0.621910 3.786928 -3.395429 -0.279 -0.381 -0.291 0.21
H 2.953869 3.151792 -4.125388 -0.353 0.054 0.100 0.21
H -4.626246 1.605247 4.407393 -0.459 -0.174 0.212 0.23
H 0.689981 -5.004992 2.205074 -0.070 -0.446 -0.008 0.22
H 1.150647 0.598266 -6.245706 -0.583 0.483 -0.223 0.26
H 1.537762 -5.215890 -0.665984 -0.231 0.532 0.448 0.42


# 2
124
Properties=species:S:1:pos:R:3:forces:R:3:lowdin_charge:R:1 method="wB97M-V/def2-TZVPD" orbital_gap_ev=5.38 e_tot_ha=-10573.25712 multiplicity=1 charge=+1
I -2.571015 5.526926 -0.898711 0.602 -0.345 0.378 0.79
Cl 6.752691 -4.104027 0.778134 0.110 -0.039 0.106 0.49
Cl 3.790385 -7.540864 -2.715731 0.069 -0.024 0.055 0.52
Cl -0.986834 -1.438268 -5.798702 0.055 0.069 -0.097 0.56
Cl -4.793500 -4.225191 -11.627722 -0.074 0.030 0.076 0.50
Cl -1.643803 -3.332386 3.418235 -0.166 0.016 0.379 0.53
Cl -7.213777 5.559292 2.028829 -0.570 0.192 -0.275 0.58
Cl -3.193717 -6.365266 -6.129764 -0.041 -0.174 0.152 0.52
Cl -0.282575 -6.006344 -1.134346 0.098 -0.042 0.005 0.51
Cl 0.307900 -5.496412 3.362795 0.034 -0.168 0.466 0.56
Cl -2.141005 -3.013825 -11.705941 0.018 0.076 0.088 0.50
Cl -0.661196 -6.203289 -4.689348 0.078 -0.103 0.103 0.51
Cl 4.157200 -5.264108 -0.929466 0.135 0.097 0.003 0.52
Cl 7.152555 -1.840112 2.582043 0.079 0.000 0.071 0.51
Cl 0.043156 -3.712221 0.628979 0.216 -0.118 -0.028 0.54
Cl -2.898617 -3.177582 -7.150510 -0.035 0.156 0.009 0.52
Cl -5.802569 3.440621 0.618489 -0.102 -0.209 -0.132 0.56
Cl 2.387541 1.336090 7.728478 -0.834 0.342 -1.630 0.60
S 0.450571 6.315900 5.745462 -4.209 -2.621 -1.260 0.83
Si 3.668253 -0.004277 -1.403140 1.093 0.219 -0.364 0.58
O -4.132590 2.642062 4.464514 0.912 0.696 -2.298 0.06
O 1.727286 0.017116 5.537985 -0.590 4.639 1.561 0.01
N -0.265373 1.968814 1.869346 -0.527 -0.030 1.336 0.03
N -1.132690 1.211249 5.309509 -0.619 0.816 -0.947 0.13
N -1.447021 4.131742 5.257210 1.695 4.662 0.851 0.09
N -0.914312 3.429043 4.126576 1.126 0.409 -1.529 -0.06
C -0.262660 -1.755935 -2.453271 -0.093 -0.019 0.400 -0.22
C -2.350544 2.805086 0.545195 0.197 0.232 -0.441 -0.21
C -7.144607 4.589333 0.555122 -0.311 0.148 -0.176 -0.96
C 5.161850 4.120008 -0.503245 -2.580 -1.140 -0.065 -0.07
C -2.403015 -0.945687 -0.987937 0.087 1.842 -0.297 -0.18
C -1.761388 2.214166 1.942292 -0.117 0.652 -0.242 -0.33
C 4.313576 -0.034164 -3.239329 0.454 0.742 -0.417 -0.19
C 1.648871 1.147875 6.043389 0.269 -3.384 -1.388 -0.66
C 4.999318 -0.949596 -0.363024 0.428 0.395 0.434 -0.23
C 2.473128 2.630687 -0.481183 3.383 1.648 -0.078 -0.08
C 2.508417 4.132383 -0.109761 3.084 -1.745 -0.995 -0.09
C -0.306599 2.105625 4.468668 2.478 -2.660 1.944 -0.37
C 3.773011 1.869603 -0.886670 0.024 3.427 1.184 -0.21
C 4.814100 -6.814014 -1.472726 0.195 -0.303 -0.048 -1.00
C 0.739425 -5.248046 0.090986 0.242 -0.091 -0.103 -1.01
C -1.750302 -3.031991 -5.814770 0.084 -0.180 0.055 -1.05
C -4.241514 5.009614 3.364520 0.811 -0.345 0.427 -0.06
C 1.016355 2.446639 5.368499 0.228 0.528 0.701 -0.09
C -0.845536 3.112766 -1.620549 -0.586 0.175 0.242 -0.18
C -2.619673 0.905704 2.257891 -0.635 -0.639 0.437 -0.12
C -3.710649 -3.036304 -10.893909 -0.055 0.134 0.167 -1.04
C -0.505186 -4.293978 4.369410 0.092 -0.012 0.266 -0.97
C -1.936172 3.424930 3.017225 -1.219 0.079 -1.593 -0.07
C -2.082097 -0.472641 1.667168 0.021 -0.774 -0.517 -0.20
C 3.855894 4.896414 -0.140731 -0.484 -3.849 -0.717 -0.08
C -2.320508 -6.815345 -4.661125 -0.207 -0.199 0.120 -1.00
C 7.791846 -3.388452 2.018929 0.262 -0.141 0.057 -1.01
C -1.355636 3.788161 -0.237532 -0.096 -0.816 -0.945 -0.69
C 1.912935 -0.741592 -1.206441 -0.792 -0.709 0.294 -0.27
C 1.033632 -0.772684 -2.546350 -0.804 -0.644 0.178 -0.23
C -1.431308 -0.439149 0.205743 0.320 -1.433 -0.944 -0.21
C -0.802160 5.282180 5.381467 2.201 -1.797 1.406 -0.51
C -1.661793 -0.964225 -2.441534 -0.635 -1.375 0.282 -0.21
C 5.155442 2.606166 -0.880390 -3.787 2.625 1.152 -0.06
C 0.247572 1.364777 3.146491 0.917 0.543 -0.422 -0.08
B -3.437127 3.596494 3.642777 -2.343 0.815 0.910 -0.44
H -4.163690 -2.049233 -10.972347 0.079 -0.176 -0.110 0.03
H 4.894934 -2.082120 -0.472562 0.300 1.544 0.171 0.00
H -0.999010 0.557974 -0.129652 -0.571 -1.265 0.784 0.07
H 0.790006 3.184982 6.216711 0.172 -1.163 -1.177 0.10
H -4.178616 5.587955 4.367282 -0.099 -0.846 -1.426 0.10
H 4.967443 -0.656246 0.748271 -0.075 -0.609 -1.583 0.03
H -0.087887 3.782520 -2.144344 -1.093 -0.912 0.634 0.08
H -0.127059 4.035342 3.797427 -0.344 -1.014 -0.037 0.17
H -3.336296 3.381071 0.699889 1.617 -1.064 0.313 0.00
H -2.039167 1.617005 5.579089 0.513 -0.204 -0.092 0.09
H -2.947187 -1.922455 -0.760942 1.006 1.184 -0.236 0.11
H -0.521365 4.251225 0.381479 -1.118 -0.737 -0.810 0.04
H -1.567807 0.074785 -2.902329 -0.074 -1.276 0.785 0.09
H 4.872544 -7.490782 -0.621726 -0.127 0.151 -0.108 0.03
H -0.256747 -2.468880 -3.345127 0.068 1.052 1.191 0.07
H -3.562527 -3.292497 -9.846227 0.041 -0.064 -0.239 -0.03
H -2.838758 -6.395368 -3.800148 0.123 0.036 -0.163 0.03
H -8.076823 4.037231 0.447083 0.191 0.021 0.127 0.04
H 1.728057 -5.068458 -0.331543 -0.375 0.045 0.005 -0.05
H 1.393818 1.515245 3.113987 -1.877 -0.340 0.037 0.15
H -0.979971 -3.792410 -5.926748 -0.137 0.183 -0.090 -0.02
H 6.125375 2.070911 -1.139064 -1.540 0.840 0.370 0.09
H 3.840500 6.014071 0.106204 0.293 -1.916 -0.452 0.09
H -2.822452 0.720100 3.380653 0.442 0.631 -1.795 0.11
H 8.784149 -3.229187 1.599793 -0.216 0.055 -0.007 0.03
H 0.238808 2.879948 1.817063 -0.610 -0.844 -0.515 0.10
H -0.543747 -1.180776 0.215551 -1.347 1.329 0.042 0.05
H -3.212517 -0.120351 -1.090822 0.907 -1.421 0.198 0.10
H -2.627204 1.961775 -0.196588 0.571 1.156 1.415 0.12
H 6.135209 4.734428 -0.505713 -1.661 -1.250 -0.022 0.09
H -0.397390 2.073694 -1.480617 -0.483 1.417 0.115 0.04
H 0.610738 0.277496 -2.737571 0.927 -1.398 -0.078 0.10
H -1.340650 -1.045501 2.364600 -1.357 1.487 -1.095 0.04
H -1.303057 0.295069 4.865244 0.160 0.884 0.173 0.10
H -5.050168 2.574685 4.101735 0.808 0.292 0.881 0.12
H 0.825487 -5.917921 0.943840 -0.157 0.145 -0.147 -0.03
H -1.048954 -4.804257 5.162777 0.018 0.016 -0.234 0.03
H -2.294116 -7.901032 -4.582146 0.083 0.179 -0.103 0.03
H -3.693109 5.640579 2.580306 -1.184 -0.744 0.911 0.06
H 0.242786 -3.631232 4.802265 -0.080 -0.073 -0.192 0.03
H 1.511038 2.021159 -0.476116 1.413 1.139 0.066 0.04
H -5.353283 4.853242 3.147495 1.945 0.344 0.276 -0.04
H 1.343438 -0.207149 -0.351802 0.829 -0.807 -1.351 0.06
H -7.007059 5.251937 -0.298001 0.129 -0.095 0.180 0.04
H -1.789871 2.965143 -2.271617 1.620 0.337 0.908 0.08
H 4.830624 0.980687 -3.450932 -0.817 -1.553 0.382 0.04
H 6.036158 -0.599223 -0.735905 -1.534 -0.760 0.500 0.05
H 1.547878 4.687618 0.151476 1.497 -0.785 -0.445 0.06
H 1.636450 -1.166160 -3.449552 -0.776 1.016 1.515 0.10
H -1.737364 4.391477 2.408419 -0.181 -1.431 1.125 0.16
H 7.854086 -4.072151 2.864035 -0.133 0.125 -0.129 0.03
H -2.998543 -1.179151 1.598797 1.404 1.122 0.218 0.12
H -0.221764 -2.435698 -1.515607 0.072 1.247 -1.622 0.04
H 0.086927 0.241911 3.232998 -0.099 1.590 -0.159 0.13
H -2.280653 -3.179790 -4.874488 0.008 0.089 -0.156 0.02
H -2.377880 -1.558692 -3.125671 0.983 1.105 0.948 0.09
H 5.130102 -0.824877 -3.383053 -1.395 0.897 0.041 0.04
H 5.809179 -6.651130 -1.883905 -0.213 0.090 0.005 0.03
H 2.039813 -1.832758 -0.837218 -0.125 1.637 -0.550 0.07
H 1.835009 2.924404 4.725073 -0.959 -0.672 0.836 0.14
H -3.671083 1.082902 1.805906 1.663 -0.114 0.689 0.13
H 3.469375 -0.112576 -4.003865 1.294 -0.125 0.935 0.02


# 3
61
Properties=species:S:1:pos:R:3:forces:R:3:nbo_charge:R:1 method="wB97M-V/def2-TZVPD" orbital_gap_ev=10.91 e_tot_ha=-1529.11168 multiplicity=1 e_above_lowest_kcal_mol=59.37 charge=+1
O -4.376162 2.261890 0.560639 -0.105 0.494 -0.208 -0.94
O 4.717248 -1.346824 1.421832 -0.419 0.512 -0.153 -0.96
O -1.626744 1.215552 4.933897 -0.041 -0.542 -0.548 -0.96
O -1.356467 0.915606 -1.932318 0.661 2.047 1.407 -0.99
O -1.544491 3.631456 -3.225478 0.420 0.142 0.595 -0.97
O -2.073279 -0.569231 1.441000 0.173 0.003 -0.999 -1.00
O 1.468596 -5.034617 -2.302225 -0.649 0.203 -0.716 -0.97
O -1.829402 -0.654061 -4.016122 -0.854 0.532 -1.309 -0.95
O 0.138630 -3.141554 1.122056 -0.807 -0.867 1.448 -0.97
O 0.798748 -0.886001 0.439172 -0.871 1.020 0.518 -0.92
O 1.379388 0.445238 -3.833771 -1.966 -1.384 -1.464 -0.96
O -0.678012 -2.402231 3.842743 0.737 0.632 -0.155 -0.95
O 4.026200 2.040909 0.849973 0.037 0.125 0.209 -0.94
O -1.570768 -2.400876 -1.552274 -1.048 0.018 0.902 -0.97
O 1.497084 1.311334 -0.383147 -1.004 0.317 -2.789 -0.89
O -3.707436 -2.845198 0.685516 -1.365 -1.526 -1.154 -0.96
O -1.599817 2.664739 1.386942 0.264 1.209 -0.544 -0.96
O 1.102277 3.133980 -2.148736 0.380 0.934 -1.371 -0.97
O 3.111999 0.186852 -2.035019 -0.872 0.222 1.373 -0.97
O 2.305899 1.725870 4.591444 -0.527 -1.613 -0.595 -0.92
H -2.092377 -0.003637 -4.694563 0.839 0.057 0.053 0.48
H 3.492224 2.675135 0.350316 0.200 -0.326 0.105 0.48
H -0.535727 -3.366902 0.480315 0.077 0.152 -0.479 0.47
H 3.099841 0.482273 -2.946227 0.587 -0.364 -0.324 0.53
H 0.451165 3.799642 -2.419630 -0.536 -0.046 0.421 0.51
H 0.006073 -0.766785 1.014197 0.099 -0.066 -1.019 0.52
H 1.441471 1.400148 4.880995 -0.139 0.682 0.463 0.46
H -1.276855 2.993639 -2.530959 -0.730 0.086 -0.406 0.49
H -1.561952 2.094182 5.310736 -0.321 0.144 0.131 0.48
H -2.731811 -0.956908 -3.860663 0.179 -0.780 0.750 0.49
H -2.893063 -0.907766 1.006127 0.723 0.312 0.984 0.52
H -0.098395 -1.657999 3.580536 -0.558 -0.427 0.207 0.47
H -1.860370 1.756071 1.373549 -0.073 -1.006 0.188 0.48
H -2.154787 -2.776532 -0.839702 0.912 0.299 -1.075 0.48
H -0.851449 -2.997418 -1.773110 -0.061 -0.326 0.101 0.49
H -0.238101 -2.725687 4.640911 -0.220 -0.154 -0.058 0.49
H -0.381570 -3.117838 1.960125 0.652 -0.125 -0.361 0.49
H -4.440860 -3.350516 0.218510 0.989 1.357 0.533 0.49
H 5.130000 -0.576763 1.835802 0.017 -0.277 -0.010 0.48
H -2.214262 0.665069 -1.588313 -0.024 -0.380 -0.203 0.49
H 0.504923 0.742282 -3.560370 0.233 1.112 0.649 0.48
H 0.852134 1.917018 -0.982344 1.513 -1.592 1.579 0.56
H 5.375446 -2.038845 1.388275 0.326 -0.124 0.102 0.48
H 2.513441 0.928719 4.056196 0.624 0.947 0.121 0.46
H 2.200037 1.042015 -1.111751 -0.488 0.170 0.917 0.52
H -3.863690 2.247728 1.368406 0.135 -0.178 0.269 0.46
H -1.991214 4.368241 -2.779444 0.103 -0.397 -0.120 0.48
H 1.347240 -5.452245 -1.444573 0.769 0.321 0.021 0.48
H 0.971830 -0.289659 -4.373232 1.513 0.509 0.321 0.49
H -1.591632 3.007251 2.280057 0.092 -0.297 0.323 0.48
H 3.896773 -0.133739 -1.598966 0.737 -0.014 -0.688 0.51
H -3.352115 -3.585365 1.186481 0.417 0.148 0.548 0.48
H 1.312177 -1.502953 0.961951 0.528 -0.398 -0.319 0.52
H -4.240218 3.187982 0.303465 -0.192 -0.361 -0.216 0.47
H 2.290124 -4.538944 -2.415391 -0.188 -0.460 0.754 0.48
H 1.672799 3.228308 -2.940528 0.067 -0.658 0.692 0.50
H -2.561714 0.983239 4.822896 0.360 0.388 0.383 0.48
H 1.139024 0.298251 -0.171077 0.007 0.966 0.644 0.53
H 4.429862 1.439025 0.220540 -0.037 0.185 -0.173 0.46
H -1.048415 0.293212 -2.568329 -0.626 -1.300 -0.530 0.49
H -2.221551 -0.224089 2.319712 -0.647 -0.257 0.273 0.48


# 4
12
Properties=species:S:1:pos:R:3:forces:R:3:nbo_charge:R:1 method="wB97M-V/def2-TZVPD" smiles=NCc1conn1 orbital_gap_ev=10.65 e_tot_ha=-356.74925 multiplicity=1 e_above_lowest_kcal_mol=67.85 charge=0
O 1.273716 -0.090432 1.591012 -0.435 -0.340 1.228 -0.28
N 0.947056 0.320795 -0.461775 -2.274 0.029 0.128 -0.21
N -1.546831 -0.429324 -2.040056 0.294 2.033 0.529 -0.81
N 1.815962 0.249684 0.411326 1.314 0.034 -0.372 0.12
C -1.575029 0.244399 -0.706143 0.551 -0.101 -1.041 -0.25
C -0.336592 0.045072 0.130947 0.827 0.286 -0.125 0.00
C -0.066331 -0.218502 1.434606 0.263 -0.249 -0.347 0.07
H -1.683517 1.331436 -0.879395 0.037 -0.496 -0.031 0.21
H -0.785583 0.024109 -2.556368 -0.344 -0.564 0.029 0.36
H -0.558440 -0.580226 2.344257 -0.077 0.437 -0.766 0.23
H -2.468690 -0.069161 -0.211694 -0.439 -0.257 0.638 0.21
H -1.339086 -1.396601 -1.947830 0.284 -0.812 0.130 0.35


# 5
14
Properties=species:S:1:pos:R:3:forces:R:3:nbo_charge:R:1 method="wB97M-V/def2-TZVPD" smiles="CN=C=CO.C=O" orbital_gap_ev=9.10 e_tot_ha=-361.74267 multiplicity=1 e_above_lowest_kcal_mol=86.71 charge=0
O -1.870065 1.041966 0.449417 0.140 0.079 0.270 -0.69
O -0.473407 -1.587218 0.137936 -0.546 -0.056 -0.105 -0.55
N 1.617531 0.788602 -0.154144 -0.716 0.171 0.046 -0.39
C -0.811508 1.495530 -0.333519 0.219 0.052 -0.275 -0.11
C -1.642465 -1.361145 -0.066605 0.244 -0.240 0.080 0.30
C 2.292983 -0.334548 -0.796893 0.095 -0.098 -0.082 -0.44
C 0.424354 1.031461 -0.285276 0.426 0.031 0.069 0.33
H 1.625564 -1.185072 -0.965156 0.072 0.187 0.053 0.22
H 2.703801 0.005161 -1.751909 -0.047 -0.006 0.094 0.21
H -2.018670 -1.002387 -1.041207 0.110 -0.087 0.063 0.12
H 3.132958 -0.631655 -0.163651 -0.169 0.015 -0.107 0.21
H -2.411719 -1.527483 0.709264 0.073 -0.031 -0.061 0.11
H -1.109330 2.198180 -1.100734 0.103 -0.067 0.047 0.21
H -1.586276 0.990880 1.370741 -0.004 0.051 -0.092 0.49